Molecular formula: C66H124N6O18
Method: DFT, ωB97M-V/def2-TZVPD

Structure (XYZ):
```
214
Properties=species:S:1:pos:R:3
C -4.471 1.563 2.363
C -4.832 0.173 1.919
O -3.884 -0.663 2.626
C -3.134 0.106 3.411
O -2.256 -0.327 4.087
O -3.536 1.368 3.437
H -5.324 2.121 2.812
H -3.928 2.072 1.580
H -4.587 0.043 0.877
H -5.874 -0.086 2.087
C 5.523 -0.373 2.286
C 5.428 -1.836 2.528
O 4.058 -2.136 2.127
C 3.742 -1.220 1.139
O 2.915 -1.310 0.293
O 4.509 -0.128 1.301
H 6.513 -0.155 1.862
H 5.343 0.231 3.128
H 5.635 -2.248 3.576
H 6.021 -2.355 1.778
C 1.924 -3.813 -1.349
C 1.854 -4.423 0.017
O 3.138 -4.341 0.571
C 3.979 -3.992 -0.476
O 5.161 -3.827 -0.330
O 3.315 -3.737 -1.604
H 1.576 -2.828 -1.539
H 1.516 -4.373 -2.123
H 1.551 -5.479 -0.026
H 1.127 -3.842 0.566
C 0.156 -0.955 -0.789
C -0.463 -1.756 0.299
O -1.657 -0.920 0.640
C -1.309 0.301 0.265
O -1.929 1.332 0.546
O -0.267 0.387 -0.590
H -0.163 -1.201 -1.848
H 1.259 -0.897 -0.732
H 0.140 -1.919 1.172
H -0.893 -2.704 -0.066
C -0.515 0.664 -5.063
C 0.498 -0.389 -5.508
C 1.048 -0.190 -7.046
C 2.392 -0.785 -7.341
C 3.387 -0.389 -6.245
C 3.024 -0.888 -4.760
N 1.565 -0.364 -4.566
O 1.266 -0.387 -3.206
C 3.175 -2.436 -4.675
C 3.830 -0.269 -3.819
C -0.222 -1.863 -5.544
H -0.172 1.689 -4.863
H -0.892 0.430 -4.106
H -1.429 0.900 -5.698
H 0.302 -0.582 -7.763
H 1.191 0.981 -7.061
H 2.899 -0.230 -8.112
H 2.270 -1.814 -7.757
H 3.122 0.661 -6.279
H 4.524 -0.254 -6.559
H 2.842 -2.807 -3.699
H 2.710 -2.937 -5.530
H 4.198 -2.812 -4.611
H 3.501 -0.806 -2.949
H 4.955 -0.408 -3.941
H 3.673 0.795 -3.677
H -0.413 -2.241 -4.513
H 0.345 -2.642 -6.085
H -1.197 -1.950 -6.086
C 2.333 1.113 7.209
C 1.291 1.172 6.036
C 0.222 2.321 6.282
C -0.493 2.658 4.987
C 0.449 3.184 3.993
C 1.518 2.106 3.563
N 2.149 1.521 4.805
O 3.126 0.824 4.636
C 0.880 0.985 2.654
C 2.565 2.817 2.698
C 0.624 -0.219 5.941
H 1.910 0.656 8.150
H 2.834 2.034 7.447
H 3.092 0.519 6.693
H -0.466 1.970 7.126
H 0.739 3.229 6.644
H -1.305 3.386 5.170
H -1.007 1.778 4.596
H 0.990 3.937 4.631
H 0.092 3.512 3.007
H 1.762 0.365 2.531
H 0.111 0.447 3.148
H 0.726 1.406 1.668
H 3.057 3.628 3.196
H 3.369 2.094 2.531
H 2.092 3.149 1.790
H -0.027 -0.231 5.080
H 0.167 -0.662 6.857
H 1.305 -1.061 5.709
C -4.200 7.495 1.388
C -2.689 6.984 1.208
C -2.238 5.859 2.117
C -3.004 4.485 1.879
C -2.541 4.106 0.393
C -2.912 5.084 -0.737
N -2.352 6.486 -0.197
O -2.747 7.343 -1.209
C -1.928 4.779 -1.976
C -4.399 5.169 -1.097
C -1.700 8.104 1.164
H -4.375 7.996 0.499
H -3.918 8.357 1.914
H -5.067 7.140 1.967
H -1.219 5.602 2.283
H -2.611 6.054 3.144
H -3.968 4.916 1.766
H -2.997 3.670 2.648
H -3.191 3.285 0.189
H -1.537 3.695 0.393
H -2.350 3.871 -2.463
H -2.334 5.565 -2.676
H -0.856 4.803 -1.789
H -5.119 5.282 -0.248
H -4.595 5.685 -1.980
H -4.443 4.174 -1.409
H -0.848 7.750 1.691
H -2.092 8.768 2.025
H -1.673 8.701 0.240
C 1.762 -6.718 2.898
C 1.890 -5.882 4.202
C 2.957 -4.815 3.988
C 2.368 -3.501 4.600
C 1.141 -3.037 3.866
C -0.047 -3.953 4.333
N 0.465 -5.366 4.370
O -5.109 -11.171 2.606
C -0.580 -3.520 5.703
C -1.275 -4.023 3.287
C 2.126 -6.808 5.466
H 1.480 -6.210 1.924
H 0.972 -7.413 3.026
H 2.773 -6.979 2.578
H 3.855 -5.174 4.497
H 3.102 -4.668 2.933
H 3.206 -2.741 4.583
H 1.971 -3.846 5.592
H 1.075 -3.114 2.827
H 0.758 -1.987 4.166
H 0.132 -3.568 6.493
H -0.976 -2.519 5.662
H -1.458 -4.186 5.958
H -1.898 -4.891 3.492
H -2.009 -3.225 3.266
H -0.784 -4.009 2.342
H 2.085 -6.529 6.539
H 3.192 -7.246 5.371
H 1.458 -7.687 5.431
C 3.847 5.973 -3.523
C 2.349 5.554 -3.769
C 2.256 4.446 -4.628
C 2.840 3.078 -4.092
C 1.906 2.724 -2.916
C 2.041 3.619 -1.647
N 2.027 5.043 -2.146
O 1.938 5.945 -1.432
C 1.024 3.206 -0.569
C 3.490 3.643 -1.035
C 1.341 6.713 -4.092
H 3.534 6.634 -2.646
H 4.194 6.590 -4.244
H 4.551 5.190 -3.292
H 1.241 4.383 -4.897
H 2.759 4.705 -5.578
H 3.880 3.407 -4.038
H 2.803 2.183 -4.801
H 2.173 1.742 -2.469
H 0.842 2.711 -3.271
H 0.020 3.061 -1.062
H 1.256 2.331 0.121
H 1.049 4.175 0.011
H 3.509 2.811 -0.387
H 4.312 3.611 -1.864
H 3.788 4.553 -0.458
H 0.866 6.799 -5.101
H 1.903 7.766 -3.995
H 0.588 7.036 -3.440
C -1.736 -5.159 -1.866
C -3.294 -5.149 -1.728
C -3.738 -3.908 -0.801
C -3.986 -2.681 -1.610
C -5.196 -2.733 -2.486
C -5.121 -4.043 -3.296
N -3.895 -4.604 -2.980
O -3.663 -5.532 -3.887
C -6.340 -5.114 -3.208
C -5.127 -3.571 -4.803
C -3.822 -6.454 -1.309
H -1.465 -4.314 -2.556
H -1.398 -6.045 -2.406
H -1.180 -5.079 -0.901
H -4.692 -4.254 -0.304
H -2.848 -3.972 -0.122
H -3.157 -2.498 -2.420
H -3.996 -1.809 -0.970
H -5.173 -1.959 -3.291
H -6.107 -2.624 -1.839
H -5.988 -5.948 -3.873
H -6.320 -5.556 -2.233
H -7.413 -4.800 -3.337
H -4.324 -2.836 -5.065
H -4.790 -4.523 -5.333
H -6.207 -3.421 -5.095
H -4.667 -6.521 -0.556
H -3.104 -7.153 -0.937
H -4.166 -6.968 -2.193
```

Output
Kohn-Sham gap (spin up / spin down) = 7.95 / 4.27 eV
Energy = -116220.834 eV
Lowest unoccupied orbital energy (spin up / spin down) = 0.3218 / -2.1355 eV
Spin multiplicity = 7
<S²> = 13.0310

---

Molecular formula: C48H56CoN5OP2S
Method: DFT, ωB97M-V/def2-TZVPD

Structure (XYZ):
```
114
Properties=species:S:1:pos:R:3
Co 0.661 0.632 -0.121
N 1.048 0.865 1.978
C 0.089 1.550 2.805
C -1.089 0.856 3.060
C -2.057 1.438 3.879
C -1.891 2.636 4.532
C -0.650 3.273 4.355
C 0.272 2.824 3.362
C 1.495 3.661 3.088
C 2.825 3.165 3.256
C 3.849 4.095 3.204
C 3.624 5.455 3.012
C 2.339 5.947 2.906
C 1.321 5.025 2.940
H 1.929 1.392 1.969
H 1.186 -0.004 2.438
H -1.171 -0.162 2.671
H -3.105 1.010 4.075
H -2.604 2.978 5.226
H -0.395 4.238 4.752
H 3.048 2.128 3.494
H 4.878 3.836 3.574
H 4.444 6.167 3.032
H 2.129 7.026 2.987
C -5.867 -3.263 -0.240
S -5.063 -4.564 0.728
C -3.333 -4.162 0.651
C -2.884 -3.567 -0.671
C -1.378 -3.275 -0.824
N -0.803 -1.985 -0.375
P -1.379 -0.459 -0.737
C -2.890 -0.089 0.144
C -3.691 0.981 -0.198
C -4.716 1.336 0.612
C -5.048 0.637 1.765
C -4.280 -0.510 2.102
C -3.200 -0.769 1.307
C -1.966 -0.472 -2.513
C -3.261 -0.652 -2.888
C -3.557 -0.929 -4.183
C -2.525 -1.030 -5.150
C -1.204 -0.769 -4.784
C -0.945 -0.436 -3.446
P 0.887 -1.808 -0.076
C 1.706 -3.031 -1.111
C 1.423 -2.965 -2.502
C 1.794 -4.027 -3.374
C 2.450 -5.067 -2.777
C 2.772 -5.120 -1.427
C 2.348 -4.122 -0.590
C 1.080 -2.353 1.616
C 0.005 -2.951 2.231
C -0.065 -3.082 3.580
C 1.070 -2.679 4.280
C 2.277 -2.302 3.686
C 2.283 -2.108 2.297
H -6.819 -3.740 -0.405
H -5.334 -3.203 -1.147
H -5.876 -2.317 0.331
H -2.705 -5.053 0.788
H -3.013 -3.522 1.516
H -3.387 -2.597 -0.747
H -3.178 -4.304 -1.470
H -1.072 -3.348 -1.906
H -0.786 -4.031 -0.350
H -3.511 1.574 -1.137
H -5.271 2.253 0.402
H -5.872 0.934 2.468
H -4.463 -1.113 2.958
H -2.466 -1.534 1.593
H -4.061 -0.614 -2.152
H -4.560 -1.118 -4.513
H -2.676 -1.251 -6.189
H -0.401 -0.850 -5.507
H 0.073 -0.367 -3.119
H 0.981 -2.096 -2.958
H 1.559 -3.936 -4.412
H 2.644 -5.964 -3.382
H 3.249 -6.019 -1.022
H 2.570 -4.140 0.469
H -0.917 -3.047 1.665
H -0.932 -3.503 4.057
H 1.063 -2.691 5.325
H 3.209 -2.060 4.178
H 3.203 -1.813 1.846
C 4.774 -0.584 -2.472
N 4.046 0.443 -1.702
C 4.218 0.368 -0.284
C 2.986 1.149 -2.210
O 1.967 1.342 -1.478
N 3.120 1.805 -3.377
C 1.968 2.579 -3.887
C 4.378 1.861 -4.102
H 4.647 -1.569 -2.078
H 5.842 -0.407 -2.449
H 4.498 -0.627 -3.564
H 5.276 0.384 -0.048
H 3.797 -0.541 0.188
H 3.806 1.239 0.242
H 1.090 2.425 -3.252
H 1.813 2.332 -4.926
H 2.199 3.619 -3.788
H 5.216 1.848 -3.414
H 4.356 2.777 -4.654
H 4.424 1.059 -4.858
C -1.970 5.312 0.458
C -0.570 5.063 -0.111
C -0.211 3.646 -0.028
N -0.053 2.517 -0.027
H -2.398 6.186 -0.011
H -1.901 5.339 1.527
H -2.591 4.444 0.214
H 0.164 5.642 0.446
H -0.358 5.381 -1.140
```

Output
Kohn-Sham gap (spin up / spin down) = 7.97 / 7.07 eV
ΔE to the lowest compared entry with this formula, charge and spin = 3.4 kcal per mole
Energy = -127208.210 eV
Charge = +2
Lowest unoccupied orbital energy (spin up / spin down) = -4.1909 / -5.0820 eV
Spin multiplicity = 5
<S²> = 6.0216

---

Molecular formula: CH6N3
Method: DFT, ωB97M-V/def2-TZVPD

Structure (XYZ):
```
10
Properties=species:S:1:pos:R:3
C 0.378 0.614 0.698
N -0.353 -0.891 -0.565
N -0.379 0.879 1.690
N -0.031 -0.759 -1.842
H 1.289 1.099 0.689
H 0.169 -1.750 -0.239
H -1.374 0.584 1.933
H -0.033 1.680 2.390
H -0.475 -0.211 -2.554
H 0.810 -1.245 -2.200
```

Output
Kohn-Sham gap = 9.12 eV
ΔE to the lowest compared entry with this formula, charge and spin = 122.0 kcal per mole
Energy = -5593.656 eV
Charge = +1
Lowest unoccupied orbital energy = -4.4753 eV

---

Molecular formula: C22H28FN2OS
Method: DFT, ωB97M-V/def2-TZVPD

Structure (XYZ):
```
55
Properties=species:S:1:pos:R:3
C -5.728 -7.092 9.122
C -6.502 -7.803 8.076
N -6.550 -7.349 6.822
F -5.569 -5.638 6.947
C -7.268 -7.966 5.898
C -7.399 -7.511 4.467
C -8.009 -9.115 6.242
C -8.014 -9.660 7.523
C -8.807 -10.917 7.873
C -7.236 -8.949 8.439
H -5.954 -7.498 10.107
H -4.654 -7.172 8.950
H -5.996 -6.041 9.076
H -8.176 -8.059 3.930
H -7.656 -6.453 4.473
H -6.468 -7.630 3.906
H -8.626 -9.584 5.499
H -8.708 -11.210 8.948
H -9.908 -10.825 7.682
H -8.489 -11.812 7.280
H -7.204 -9.253 9.466
C -4.394 -4.994 4.375
O -5.245 -3.984 5.160
C -4.676 -3.182 6.178
C -3.287 -3.286 6.768
C -2.235 -2.830 5.953
C -0.945 -2.688 6.467
C -0.678 -3.033 7.788
C -1.706 -3.518 8.601
C -3.009 -3.661 8.101
C -5.450 -1.969 6.044
N -5.023 -0.696 6.095
C -3.935 -0.297 6.959
C -5.753 0.154 5.306
C -5.383 1.591 5.270
C -6.765 -0.467 4.647
C -7.725 0.173 3.704
S -6.810 -2.155 4.934
H -4.944 -5.928 4.510
H -4.490 -4.604 3.343
H -3.361 -5.123 4.761
H -2.476 -2.516 4.929
H -0.164 -2.291 5.816
H 0.325 -2.921 8.181
H -1.507 -3.770 9.644
H -3.849 -3.979 8.732
H -4.187 0.712 7.295
H -3.841 -0.965 7.828
H -2.981 -0.265 6.408
H -6.003 2.047 4.502
H -5.591 2.105 6.213
H -4.337 1.763 5.000
H -7.579 1.253 3.667
H -7.589 -0.220 2.687
H -8.759 -0.019 4.017
```

Output
Kohn-Sham gap = 3.87 eV
ΔE to the lowest compared entry with this formula, charge and spin = 10.6 kcal per mole
Energy = -41836.763 eV
Charge = +1
Lowest unoccupied orbital energy = -5.3612 eV

---

Molecular formula: C5H6O2
Method: DFT, ωB97M-V/def2-TZVPD

Structure (XYZ):
```
13
Properties=species:S:1:pos:R:3
C 0.663 1.383 1.394
O 0.178 -1.925 1.056
C -0.086 -1.775 -0.109
C -0.892 -0.586 -0.618
O -1.289 0.209 0.509
C -0.064 0.866 0.424
C 0.123 0.505 -1.023
H 1.658 1.745 1.171
H 0.307 1.388 2.415
H 0.337 -2.439 -0.889
H -1.713 -0.866 -1.289
H -0.320 1.294 -1.628
H 1.097 0.201 -1.414
```

Output
Kohn-Sham gap = 9.78 eV
ΔE to the lowest compared entry with this formula, charge and spin = 52.4 kcal per mole
Energy = -9374.824 eV
Lowest unoccupied orbital energy = 0.8147 eV

---

Molecular formula: C4H15N2O
Method: DFT, ωB97M-V/def2-TZVPD

Structure (XYZ):
```
22
Properties=species:S:1:pos:R:3
N 0.536 -1.800 0.577
C 0.963 -0.403 1.205
C -0.263 0.468 1.374
N -1.400 0.266 0.471
C -1.214 0.352 -0.987
C -1.650 -0.924 -1.684
H 0.457 -2.519 1.295
H -0.275 -1.332 0.126
H 1.287 -2.144 -0.008
H 1.750 -0.051 0.514
H 1.378 -0.570 2.191
H -0.705 0.111 2.296
H 0.057 1.508 1.456
H -2.250 0.688 0.798
H -1.728 1.265 -1.330
H -0.185 0.689 -1.232
H -2.713 -1.067 -1.419
H -0.989 -1.777 -1.556
H -1.695 -0.811 -2.775
H 3.413 2.528 0.092
H 2.693 3.021 -1.100
O 2.533 2.502 -0.303
```

Output
Kohn-Sham gap = 9.80 eV
ΔE to the lowest compared entry with this formula, charge and spin = 47.6 kcal per mole
Energy = -9411.596 eV
Charge = +1
Lowest unoccupied orbital energy = -3.2295 eV

---

Molecular formula: C3H11N2
Method: DFT, ωB97M-V/def2-TZVPD

Structure (XYZ):
```
16
Properties=species:S:1:pos:R:3
C -0.879 -0.827 -2.231
N 0.001 0.211 -1.558
H -1.792 -0.943 -1.659
H -0.297 -1.742 -2.134
H -0.946 -0.595 -3.286
H -0.403 1.154 -1.628
H -0.041 0.084 -0.518
H 0.967 0.273 -1.884
C -0.063 -0.593 1.991
C 1.166 1.399 1.518
N 0.236 0.618 1.248
H -1.148 -0.783 1.991
H 0.259 -1.475 1.434
H 0.151 -0.632 3.068
H 1.295 2.398 1.075
H 1.491 1.455 2.573
```

Output
Kohn-Sham gap (spin up / spin down) = 12.32 / 8.24 eV
ΔE to the lowest compared entry with this formula, charge and spin = 60.0 kcal per mole
Energy = -6247.851 eV
Charge = +2
Lowest unoccupied orbital energy (spin up / spin down) = -9.8466 / -13.8771 eV
Spin multiplicity = 2
<S²> = 0.7595

---

Molecular formula: C5H9F6KO10PS2
Method: DFT, ωB97M-V/def2-TZVPD

Structure (XYZ):
```
34
Properties=species:S:1:pos:R:3
K -0.689 -1.587 1.250
C -1.390 -1.545 5.718
F -0.844 -2.583 6.290
F -2.456 -1.990 5.149
F -1.656 -0.588 6.547
S -0.118 -0.931 4.309
O 0.847 -0.141 5.009
O 0.360 -2.183 3.704
O -1.026 -0.166 3.472
C 1.821 -3.744 -2.230
F 0.660 -4.379 -1.875
F 2.649 -4.792 -2.334
F 1.731 -3.160 -3.422
S 2.277 -2.407 -0.796
O 3.477 -1.701 -1.283
O 1.079 -1.586 -0.804
O 2.462 -3.160 0.427
C -1.761 3.470 0.415
O -0.880 3.314 -0.703
P -0.453 1.865 -1.208
O -0.101 0.951 -0.104
O 0.873 2.272 -2.030
C 1.743 1.273 -2.464
O -1.510 1.429 -2.281
C -1.741 2.057 -3.432
H -1.483 2.819 1.244
H -2.744 3.125 0.096
H -1.749 4.543 0.607
H 2.389 1.596 -3.281
H 1.206 0.377 -2.775
H 2.519 0.963 -1.764
H -0.844 2.047 -4.051
H -2.151 3.067 -3.443
H -2.496 1.473 -3.959
```

Output
Kohn-Sham gap (spin up / spin down) = 8.99 / 2.94 eV
Energy = -89395.044 eV
Lowest unoccupied orbital energy (spin up / spin down) = -0.3631 / -6.4099 eV
Spin multiplicity = 2
<S²> = 0.7663